No. 1
Here is a 2-piece molecular cluster, C13H23N2O overall in a non-equilibrium geometry from OMol25. Energies are from ωB97M-V with the def2-TZVPD basis set.

Computed properties:
energy above the lowest of the compared OMol25 structures with the same formula, charge and spin: 0.109 eV
HOMO level: -12.25 eV
total charge: +1

The geometry in XYZ format:
```
39
C13H23N2O | OMol25 | ωB97M-V with the def2-TZVPD basis set
C 2.88592 -1.51806 -0.98404
N 1.45545 -1.78507 -1.17252
C 1.15343 -3.02998 -1.87531
C 0.51172 -0.96557 -0.74675
C -0.90025 -1.28964 -0.84591
C -1.40993 -2.59902 -0.58522
C -2.75119 -2.90350 -0.77965
C -3.66053 -1.91338 -1.16498
C -5.11993 -2.25011 -1.32483
C -3.18490 -0.61491 -1.41010
C -1.83666 -0.31115 -1.26022
H 3.41314 -2.42000 -1.32147
H 3.22029 -0.66521 -1.59585
H 3.12090 -1.32432 0.07278
H 2.05548 -3.30794 -2.44214
H 0.97017 -3.86074 -1.17389
H 0.30544 -2.92277 -2.55793
H 0.82484 -0.00738 -0.32047
H -0.74321 -3.37428 -0.21362
H -3.10045 -3.92930 -0.61582
H -5.66087 -1.36905 -1.68710
H -5.26018 -3.08038 -2.03097
H -5.55462 -2.56588 -0.36675
H -3.90364 0.15111 -1.71267
H -1.46371 0.69745 -1.46542
C 2.18774 4.09655 3.72449
C 1.62152 3.90673 2.33655
O 2.31390 4.85170 1.52628
C 1.77254 2.47868 1.78775
N 1.33120 2.38762 0.40015
H 1.74527 3.42636 4.46851
H 3.27609 3.93965 3.72563
H 1.98687 5.12521 4.03956
H 0.53237 4.11063 2.36926
H 2.04455 4.68487 0.60430
H 2.84486 2.22598 1.75087
H 1.21098 1.79138 2.44962
H 1.39522 1.41787 0.10836
H 0.37017 2.71587 0.28954
```



No. 2
Here is C21H29ClN2O6RhS2Sb2 as an isolated structure in a non-equilibrium geometry from OMol25. Energies are from ωB97M-V with the def2-TZVPD basis set.

Computed properties:
<S²>: 6.0117
2S+1: 5
energy above the lowest of the compared OMol25 structures with the same formula, charge and spin: 1.630 eV
HOMO level (spin up / spin down): -10.37 / -10.35 eV
total charge: +1

The geometry in XYZ format:
```
64
C21H29ClN2O6RhS2Sb2 | OMol25 | ωB97M-V with the def2-TZVPD basis set
Rh -12.20857 -5.50146 9.75051
S -12.14006 -3.31453 10.99058
C -12.83639 -2.91320 9.49473
N -12.84491 -3.75180 8.45112
C -13.47385 -3.26804 7.33064
C -13.52108 -3.88702 6.06456
C -14.18607 -3.17469 5.06847
C -14.71956 -1.84142 5.34532
C -14.71589 -1.33220 6.60096
C -14.00530 -1.99970 7.59389
S -13.66035 -1.47014 9.19211
H -13.12886 -4.92261 5.99291
H -14.32438 -3.69617 4.04721
H -15.08876 -1.34265 4.50573
H -14.92564 -0.30738 6.70125
C -15.39096 -7.34917 12.20200
Sb -14.79799 -6.45908 10.34251
C -16.04142 -4.72449 10.64025
C -16.01769 -7.46672 8.72745
C -16.19885 -8.94535 8.73626
C -17.42731 -9.52660 9.18824
C -17.58382 -10.90420 9.20834
C -16.68324 -11.76517 8.68984
C -15.47863 -11.26959 8.33653
C -15.19585 -9.83052 8.29775
C -13.87616 -9.29197 7.85024
Sb -12.41117 -8.96290 9.43629
C -10.77518 -10.13622 8.92286
C -12.98226 -10.09023 11.14201
H -14.82890 -6.93374 13.02496
H -15.11054 -8.45602 12.19395
H -16.47334 -7.25955 12.37394
H -16.24550 -4.27530 9.63672
H -15.57479 -3.98089 11.28293
H -16.93766 -5.10240 11.13076
H -15.58341 -7.18437 7.71913
H -16.96693 -6.98650 8.88446
H -18.28304 -8.91028 9.53137
H -18.50691 -11.27281 9.65699
H -16.84651 -12.85269 8.67764
H -14.70688 -11.89651 7.98312
H -13.87433 -8.29558 7.41114
H -13.42212 -9.89858 7.12382
H -10.00865 -10.11802 9.68902
H -10.30743 -9.66689 8.12069
H -11.09119 -11.14297 8.78905
H -12.28059 -10.88606 11.19533
H -13.97935 -10.49880 10.90980
H -12.95519 -9.45874 12.04207
N -8.34218 -6.09690 13.30777
C -9.63539 -5.82105 12.66669
C -10.40517 -7.10082 12.31383
O -11.18668 -7.13858 11.34044
O -10.21812 -8.26884 12.95320
H -7.68968 -6.30332 12.55539
H -9.46902 -8.15429 13.59453
H -7.88742 -5.35651 13.90221
H -9.58861 -5.28565 11.77818
H -10.19789 -5.15875 13.38035
O -9.93670 -5.46879 8.81187
Cl -10.05097 -6.49112 7.78317
O -10.02797 -5.97339 6.49490
O -9.09593 -7.47012 8.11328
O -11.50410 -7.06684 7.92511
```



No. 3
Here is a 2-piece molecular cluster, C4H11NO2 overall in a non-equilibrium geometry from OMol25. Energies are from ωB97M-V with the def2-TZVPD basis set.

Computed properties:
energy above the lowest of the compared OMol25 structures with the same formula, charge and spin: 2.296 eV
SMILES: CC(=O)O.CCN
HOMO level: -9.14 eV

The geometry in XYZ format:
```
18
C4H11NO2 | OMol25 | ωB97M-V with the def2-TZVPD basis set
C -0.29194 2.04090 0.51054
C 0.88021 1.46775 1.07372
O 2.08021 1.62518 0.75800
O 0.68105 0.36250 1.81775
H -0.76613 1.63238 -0.38001
H 0.01132 3.09721 0.33436
H -1.16822 2.03793 1.23923
H 1.51370 -0.23340 1.77865
C -0.45817 -1.69215 -0.05502
C -1.48141 -1.66045 -1.22206
N -1.05141 -1.59329 -2.61983
H 0.51666 -1.40083 -0.25193
H -0.21597 -2.60237 0.49902
H -0.77104 -1.07716 0.77531
H -2.29890 -2.43174 -1.15729
H -2.06580 -0.72505 -1.29858
H -1.41244 -2.46969 -3.03218
H 0.03451 -1.51201 -2.61687
```



No. 4
Here is C18H22AuN7S2 as an isolated structure in a non-equilibrium geometry from OMol25. Energies are from ωB97M-V with the def2-TZVPD basis set.

Computed properties:
energy above the lowest of the compared OMol25 structures with the same formula, charge and spin: 1.775 eV
HOMO level (spin up / spin down): -7.78 / -7.78 eV

The geometry in XYZ format:
```
50
C18H22AuN7S2 | OMol25 | ωB97M-V with the def2-TZVPD basis set
Au -0.23990 -0.14877 1.14602
N -0.45579 3.12224 6.14825
C 0.11318 2.22592 5.69192
N 0.82505 1.21838 5.22044
C 0.49280 0.74214 4.08149
N 0.30706 0.22222 3.04844
S 2.41863 -1.09052 0.30971
C 2.04217 -1.33315 -1.29806
N 2.32746 -2.54262 -1.87510
C 2.05971 -2.86852 -3.16181
C 1.45041 -1.97136 -3.98002
C 1.13157 -0.69662 -3.45008
C 1.41848 -0.38450 -2.15676
H 2.78554 -3.20948 -1.26926
H 2.36014 -3.85861 -3.47002
H 1.23252 -2.22862 -5.00329
H 0.65568 0.03972 -4.08170
H 1.18424 0.58720 -1.74477
C 0.68274 6.43977 -1.05215
N 0.06316 5.13434 -1.21328
C 0.14663 4.65484 -2.57906
C 0.13159 4.22141 -0.18386
S 0.64127 2.64521 -0.47621
N -0.24094 4.67976 1.03044
C -1.19353 5.75882 1.20913
C 0.00308 3.92492 2.23575
H 1.64521 6.45352 -1.57453
H 0.86478 6.65667 -0.00685
H 0.04732 7.22087 -1.47353
H -0.21563 5.44551 -3.23870
H -0.47027 3.77224 -2.70070
H 1.17320 4.39809 -2.85790
H -1.63892 6.03303 0.25547
H -0.72654 6.63894 1.65728
H -1.97624 5.41528 1.88742
H 0.87469 3.29451 2.10498
H -0.85716 3.29403 2.47433
H 0.15674 4.61896 3.06169
N -1.02261 -0.79608 -0.51201
C -1.91844 -1.67773 -0.84645
C -3.31323 -1.37420 -0.80231
C -4.24063 -2.30803 -1.19627
C -3.82524 -3.57404 -1.60114
C -2.47259 -3.90730 -1.64132
C -1.52544 -2.97311 -1.30332
H -3.59884 -0.38697 -0.46633
H -5.29551 -2.07095 -1.17592
H -4.56299 -4.31011 -1.88855
H -2.17454 -4.89911 -1.95306
H -0.46618 -3.19191 -1.33041
```



No. 5
Here is a 3-piece molecular cluster, C44H84FN8O7P2S overall in a non-equilibrium geometry from OMol25. Energies are from ωB97M-V with the def2-TZVPD basis set.

Computed properties:
HOMO level: -10.25 eV
total charge: +1

The geometry in XYZ format:
```
147
C44H84FN8O7P2S | OMol25 | ωB97M-V with the def2-TZVPD basis set
C -3.30239 -0.34824 -2.06069
C -3.52011 -0.64310 -0.78133
C -2.83829 -1.79915 -0.04751
C -1.38630 -1.92787 -0.41821
C -0.52713 -0.85992 -0.11686
C -1.04818 0.35021 0.62763
C -1.54605 0.03369 2.06299
C -1.30426 1.22410 2.97235
O -1.16362 2.33228 2.56560
O -1.28746 0.98812 4.30440
C 0.81525 -0.93922 -0.52575
C 1.78998 0.17500 -0.27123
C 2.61739 -0.23188 0.99507
C 3.07558 0.96169 1.85266
C 2.24856 1.20895 3.12306
C 2.18712 -0.04631 4.00266
C 1.79999 0.23863 5.45486
C 1.28283 -1.05774 6.13821
C 2.00188 -2.33868 5.70105
C 1.73598 -3.53502 6.63511
O 2.80338 -4.47070 6.55994
C 2.87583 -5.10831 5.31435
N 1.27574 -2.03918 -1.15799
N 2.63563 -2.05358 -1.49899
C 2.91716 -1.63725 -2.88290
C 4.33644 -2.00143 -3.35929
C 5.42363 -1.99969 -2.26084
C 0.45019 -3.09652 -1.43820
S 1.08573 -4.54311 -2.30562
O 0.92342 -5.62247 -1.40374
O 2.40688 -4.37626 -2.79151
F 0.17236 -4.70201 -3.54252
C -0.88459 -3.09436 -1.06663
C -1.84987 -4.25073 -1.30955
C -2.04699 -5.20365 -0.11865
C -2.73983 -4.88410 1.05305
C -2.90075 -5.81645 2.06619
C -2.36374 -7.09443 1.96922
C -1.66995 -7.43777 0.81418
C -1.04314 -8.79866 0.62347
C -1.54135 -6.49969 -0.20878
H -3.01581 -1.08616 -2.80422
H -3.41721 0.68547 -2.36723
H -4.19094 -0.03891 -0.17533
H -3.40612 -2.68628 -0.31169
H -2.97613 -1.70138 1.02336
H -0.27081 1.09308 0.77027
H -1.81899 0.86198 0.05476
H -1.06415 -0.84915 2.48638
H -2.63460 -0.05045 2.01344
H -1.78357 0.17134 4.45697
H 2.48599 0.27430 -1.10017
H 1.30184 1.13748 -0.16963
H 3.50296 -0.74877 0.62733
H 2.04273 -0.98183 1.54325
H 3.15623 1.84656 1.21732
H 4.08299 0.71539 2.20029
H 2.75174 2.01454 3.66596
H 1.25890 1.58653 2.85807
H 3.16700 -0.52486 3.96227
H 1.41844 -0.69953 3.57763
H 2.65781 0.57133 6.04599
H 1.02766 1.00485 5.50698
H 0.23555 -1.14828 5.81433
H 1.27759 -0.96038 7.22456
H 3.07560 -2.14213 5.62130
H 1.67918 -2.65016 4.70601
H 1.58129 -3.22659 7.66566
H 0.85460 -4.05063 6.22786
H 3.30517 -4.47705 4.52603
H 3.54795 -5.95978 5.42411
H 1.90538 -5.49299 4.97177
H 3.08923 -2.91465 -1.23152
H 2.21872 -2.17006 -3.54025
H 2.67922 -0.57936 -3.02330
H 4.56770 -1.31617 -4.17395
H 4.26749 -2.98989 -3.81218
H 5.75853 -3.02351 -2.10477
H 6.27364 -1.41069 -2.60147
H 5.07606 -1.54282 -1.33477
H -1.55913 -4.87268 -2.14962
H -2.82699 -3.86136 -1.58891
H -3.19267 -3.91549 1.19200
H -3.46133 -5.56487 2.95882
H -2.48370 -7.83846 2.74616
H -1.43762 -9.32094 -0.24611
H -1.09172 -9.38962 1.53586
H 0.02270 -8.63453 0.43600
H -1.02413 -6.80575 -1.10749
O 5.40337 1.46670 -4.01655
P 5.01918 2.82073 -4.53731
N 3.71096 3.07353 -3.43111
C 2.56635 3.94980 -3.60001
C 4.12078 3.05772 -2.02823
N 4.40600 2.33326 -6.07344
C 3.07134 2.65974 -6.53748
C 4.75120 0.98788 -6.51674
N 5.12497 4.47546 -5.07115
C 5.87123 4.67948 -6.34082
C 5.82142 5.33118 -4.07021
H 2.81080 5.01909 -3.52796
H 1.82709 3.73582 -2.82342
H 2.04901 3.78685 -4.53947
H 4.59533 4.00094 -1.72600
H 4.82286 2.24897 -1.82546
H 3.26181 2.89866 -1.37017
H 2.29556 2.12961 -5.96871
H 2.95970 2.38418 -7.58868
H 2.88409 3.73381 -6.50242
H 4.14064 0.21915 -6.02360
H 5.79778 0.76517 -6.32807
H 4.60090 0.89814 -7.59485
H 6.87932 4.26064 -6.29805
H 5.94749 5.74777 -6.54638
H 5.35538 4.24400 -7.18903
H 6.81604 4.95144 -3.82585
H 5.24611 5.40765 -3.14768
H 5.92488 6.34570 -4.44986
O -5.14946 1.72976 0.52860
P -5.76367 3.09275 0.74057
N -4.87785 3.59060 2.13095
C -5.27962 4.60560 3.08781
C -3.42465 3.61794 1.94441
N -7.34614 2.57320 1.17853
C -8.01590 3.00751 2.39181
C -7.67334 1.17368 0.92727
N -6.36687 4.68202 0.34852
C -7.52227 4.70561 -0.58657
C -5.32249 5.51830 -0.30495
H -5.22668 5.63036 2.69558
H -4.62317 4.55923 3.95920
H -6.28003 4.44534 3.47456
H -3.08263 4.48542 1.36155
H -3.09348 2.72571 1.42626
H -2.91665 3.64110 2.90183
H -7.54251 2.59821 3.29287
H -9.05782 2.67981 2.38442
H -8.05921 4.09493 2.46021
H -7.24092 0.50400 1.68197
H -7.32515 0.85551 -0.05177
H -8.75677 1.03587 0.93395
H -7.30981 4.17430 -1.51760
H -7.77168 5.74000 -0.82634
H -8.41243 4.27508 -0.14236
H -4.91425 5.04153 -1.19957
H -4.50041 5.72821 0.37891
H -5.73693 6.48355 -0.58932
```



No. 6
Here is one molecule with the formula C21H24N2O2S from OMol25. Energies are from ωB97M-V with the def2-TZVPD basis set.

Computed properties:
energy above the lowest of the compared OMol25 structures with the same formula, charge and spin: 0.925 eV
SMILES: O=C(NC[C@H]1CCCO1)c1ccc2c(c1)N(Cc1ccccc1)CCS2
HOMO level: -7.63 eV

The geometry in XYZ format:
```
50
C21H24N2O2S | OMol25 | ωB97M-V with the def2-TZVPD basis set
O 2.60837 1.87106 -1.68283
C 1.77277 1.06423 -1.31424
N 1.16838 0.20422 -2.17179
C 1.56872 0.06802 -3.54799
C 2.39172 -1.21462 -3.75058
C 3.69958 -1.21968 -2.93485
C 3.41403 -2.20958 -1.80500
C 2.40686 -3.14380 -2.47180
O 1.61064 -2.31978 -3.29791
C 1.33608 0.96144 0.10655
C 2.18490 1.46420 1.08851
C 1.78505 1.42663 2.40616
C 0.56786 0.86905 2.77270
C -0.28941 0.31059 1.80837
C 0.11863 0.40501 0.47325
N -1.50091 -0.28558 2.10745
C -2.10094 -1.17382 1.13283
C -2.82316 -0.44624 0.02154
C -3.48536 0.74741 0.27388
C -4.15261 1.40685 -0.74261
C -4.16895 0.87751 -2.02176
C -3.51482 -0.31493 -2.28033
C -2.84528 -0.97265 -1.26405
C -1.92099 -0.47009 3.47687
C -1.62998 0.76223 4.31198
S 0.16628 0.93583 4.49458
H 0.62495 -0.56510 -1.81472
H 2.16486 0.94286 -3.81287
H 0.67455 0.02450 -4.17688
H 2.59377 -1.33462 -4.82446
H 4.52622 -1.57314 -3.55090
H 3.93882 -0.22519 -2.56637
H 2.95685 -1.70046 -0.95518
H 4.30339 -2.73428 -1.46466
H 2.92715 -3.89669 -3.08237
H 1.74328 -3.65470 -1.77132
H 3.12913 1.89681 0.79992
H 2.41252 1.83446 3.18420
H -0.56196 0.08123 -0.29527
H -2.82485 -1.80627 1.65677
H -1.34122 -1.84222 0.70347
H -3.46671 1.16423 1.26996
H -4.66049 2.33725 -0.53595
H -4.68766 1.39373 -2.81557
H -3.52097 -0.73277 -3.27606
H -2.33108 -1.90136 -1.47176
H -3.00149 -0.65112 3.47519
H -1.42830 -1.34022 3.94018
H -2.04371 0.66635 5.31375
H -2.01674 1.66316 3.83501
```



No. 7
Here is one molecule with the formula C3H3N5 in a non-equilibrium geometry from OMol25. Energies are from ωB97M-V with the def2-TZVPD basis set.

Computed properties:
energy above the lowest of the compared OMol25 structures with the same formula, charge and spin: 5.524 eV
SMILES: [H]/N=c1\nccnnn1
HOMO level: -9.50 eV

The geometry in XYZ format:
```
11
C3H3N5 | OMol25 | ωB97M-V with the def2-TZVPD basis set
H -2.37268 0.26552 -1.36737
N -1.62324 0.88774 -1.53925
C -0.63801 0.23874 -0.95233
N -0.37286 -1.04781 -0.70476
C 0.33234 -1.28325 0.31116
C 0.80139 -0.15323 1.24580
N 1.04931 1.16756 1.11427
N 1.01739 1.78135 -0.32328
N 0.48836 1.06693 -1.19054
H 0.15552 -2.31592 0.98874
H 1.16247 -0.60763 2.41757
```



No. 8
Here is one molecule with the formula C11H17N5O4 in a non-equilibrium geometry from OMol25. Energies are from ωB97M-V with the def2-TZVPD basis set.

Computed properties:
energy above the lowest of the compared OMol25 structures with the same formula, charge and spin: 3.056 eV
SMILES: NC(=O)CC[C@H](N)C(=O)N[C@@H](Cc1c[nH]cn1)C(=O)O
HOMO level: -8.58 eV

The geometry in XYZ format:
```
37
C11H17N5O4 | OMol25 | ωB97M-V with the def2-TZVPD basis set
N -1.13907 -3.34459 -2.65521
C -0.76535 -2.23140 -2.02826
O -1.34502 -1.68167 -1.10817
C 0.62039 -1.77599 -2.41641
C 1.60874 -0.92494 -1.53991
C 1.16078 0.56600 -1.78246
N 2.08532 1.36271 -2.59817
C 0.55537 1.28915 -0.57669
O 1.03931 2.43496 -0.44949
N -0.51536 0.74039 -0.06065
C -1.21319 1.37698 1.18520
C -0.23972 1.76674 2.23139
C 0.38328 0.52063 2.73259
C -0.26595 -0.32433 3.60366
N 0.37461 -1.45574 3.52690
C 1.40394 -1.30308 2.64119
N 1.36561 -0.14397 2.04624
C -2.12957 2.44590 0.52905
O -2.38770 2.49289 -0.64225
O -2.87476 3.05962 1.50641
H -0.43358 -3.55442 -3.38957
H -2.16190 -3.68331 -2.58608
H 1.20217 -2.58173 -2.74798
H 0.53478 -1.18567 -3.32282
H 2.68721 -1.05244 -1.74856
H 1.49290 -1.26315 -0.55295
H 0.30003 0.44810 -2.48970
H 2.65130 1.95893 -1.97397
H 1.48298 2.02285 -3.06276
H -0.62758 -0.17277 -0.32069
H -1.97293 0.68854 1.58463
H 0.48623 2.36355 1.76653
H -0.81140 2.21250 3.06460
H -1.25406 -0.23737 4.01217
H 0.36137 -2.32563 4.05088
H 2.03711 -2.09299 2.32879
H -3.69630 3.58474 1.24252
```